# 1
One molecule with the formula C5H10O4. Source: OMol25; level of theory: wB97M-V/def2-TZVPD.

Structure (XYZ):
```
19
Properties=species:S:1:pos:R:3:forces:R:3:lowdin_charge:R:1
C -2.17760 0.11777 0.33927 0.1 0.0 0.0 -0.114
C -1.20128 -0.26502 -0.75771 0.6 2.8 -0.9 -0.179
C 0.19389 0.84127 -0.74808 -2.8 -1.4 -0.5 -0.003
C 1.20199 0.43647 0.26876 -1.3 -2.6 -0.3 -0.561
O 1.06174 0.99854 1.51679 0.0 0.0 0.0 0.064
O 2.52671 0.46325 -0.21111 0.0 0.3 0.1 0.043
C 0.70686 -1.08869 0.32855 4.4 0.7 3.2 -0.473
O 0.28393 -1.47521 1.40916 -0.6 -0.3 -1.9 0.096
O 1.29178 -1.86064 -0.61052 -1.0 -0.5 0.2 0.124
H -1.81048 -0.21407 1.30853 -0.1 -0.1 0.1 0.067
H -2.32094 1.19702 0.39216 0.0 0.0 -0.1 0.073
H -3.14987 -0.33816 0.15294 0.0 -0.1 0.1 0.075
H -1.58088 0.03302 -1.73701 -0.3 0.2 0.0 0.096
H -1.17320 -1.34733 -0.89226 1.0 0.0 0.4 0.106
H -0.28012 1.78642 -0.50130 0.1 0.2 -0.4 0.113
H 0.57961 0.76468 -1.76110 0.1 0.3 0.1 0.115
H 0.73816 0.27516 2.09785 0.2 0.2 -0.2 0.114
H 3.00936 1.09928 0.33028 0.0 -0.1 0.0 0.120
H 2.10035 -1.42376 -0.92520 -0.3 0.3 0.0 0.123
```
Forces are in eV/Å.

The largest force on an atom is 5.52 eV/A. The calculation puts the energy above the lowest of the compared OMol25 structures with the same formula, charge and spin at 48.58 kcal per mole. The value obtained for the highest occupied orbital energy is -9.859 eV. As for the SMILES: CCCC(O)(O)C(=O)O. For the molecular weight, the calculation gives 134.13 g mol⁻¹.

# 2
One molecule with the formula C5H10OS. Source: OMol25; level of theory: wB97M-V/def2-TZVPD.

Structure (XYZ):
```
17
Properties=species:S:1:pos:R:3:forces:R:3:lowdin_charge:R:1
C 2.98359 -0.49924 -0.58721 1.9 -0.7 -0.5 -0.485
S 1.52897 0.45114 -0.57416 -0.5 0.8 0.2 0.828
C 0.44980 -0.52210 0.47350 -0.6 0.0 0.6 -0.508
C -0.92688 -0.58210 -0.16850 -0.2 -0.5 2.1 -0.297
C -1.62671 0.74694 -0.31935 -0.6 -0.4 0.0 -0.179
C -2.36746 1.28523 0.88812 0.7 -0.3 -1.4 -0.285
O -2.70140 0.71197 1.87276 0.1 -0.8 1.0 0.076
H 2.77250 -1.43934 -1.11246 0.2 -0.3 0.9 0.041
H 3.60872 -0.53049 0.34362 -1.0 -0.4 -0.6 0.062
H 3.66535 -0.04727 -1.30411 0.0 0.5 -0.1 0.023
H 0.73238 -1.56459 0.66789 0.6 0.3 -0.4 0.094
H 0.36741 -0.07138 1.46304 0.1 0.2 0.0 0.078
H -0.78459 -1.07157 -1.09631 -0.3 -0.5 -1.1 0.089
H -1.47351 -1.25401 0.54264 -0.2 0.5 -0.9 0.128
H -2.52010 0.60728 -0.97138 0.6 0.2 -0.1 0.135
H -0.98123 1.51802 -0.77392 -0.4 -0.2 0.2 0.100
H -2.72684 2.26152 0.65585 -0.5 1.6 0.1 0.102
```
Forces are in eV/Å.

The largest force on an atom is 2.16 eV/A. The calculation puts the energy above the lowest of the compared OMol25 structures with the same formula, charge and spin at 21.46 kcal per mole. The value obtained for the highest occupied orbital energy is -8.589 eV. As for the SMILES: CSCCCC=O. For the molecular weight, the calculation gives 118.20 g mol⁻¹.